This record from OMol25 describes a structure of composition C31H31Br3O10. The level of theory is wB97M-V/def2-TZVPD.

As for the energy above the lowest of the compared OMol25 structures with the same formula, charge and spin: 82.0 kcal per mole. Its charge is 0. Its gap between HOMO and LUMO is 7.4 eV.

Last column: Löwdin charge in e.
Geometry (Å):
C (-7.725, -19.511, -24.612)  0.01
O (-8.714, -20.994, -27.801)  0.04
H (-17.678, -14.665, -33.330)  0.12
C (-10.091, -26.729, -23.069)  -0.35
C (-24.254, -20.055, -30.394)  0.02
Br (-16.073, -17.475, -27.730)  0.53
H (-23.285, -17.247, -30.768)  0.12
C (-15.422, -8.285, -31.793)  -0.02
H (-18.181, -6.621, -31.723)  0.13
H (-21.549, -18.323, -29.260)  0.12
H (-7.931, -21.505, -25.435)  0.11
H (-11.799, -23.470, -20.402)  0.11
O (-7.553, -17.214, -23.945)  0.03
H (-8.945, -21.619, -27.110)  0.08
H (-21.362, -20.250, -27.797)  0.12
O (-23.283, -18.111, -31.186)  0.05
H (-8.776, -18.364, -28.214)  0.12
H (-16.645, -12.282, -37.470)  0.12
H (-7.383, -19.816, -23.634)  0.11
C (-15.792, -13.534, -35.865)  -0.29
O (-14.453, -13.591, -36.388)  0.00
H (-23.906, -22.715, -27.770)  0.12
H (-14.999, -10.213, -30.926)  0.11
O (-16.027, -6.062, -32.472)  0.06
C (-16.940, -9.543, -30.384)  -0.31
Br (-14.155, -18.745, -29.953)  0.49
C (-10.153, -25.135, -21.271)  -0.03
H (-15.461, -15.032, -34.284)  0.12
C (-8.201, -17.734, -26.232)  -0.01
O (-23.228, -22.063, -27.578)  0.09
C (-7.976, -20.449, -25.659)  -0.02
C (-8.532, -18.667, -27.206)  -0.01
C (-17.888, -8.496, -30.619)  0.01
O (-11.662, -23.256, -21.328)  0.05
Br (-15.281, -20.744, -27.734)  0.50
C (-18.007, -12.715, -35.982)  0.00
O (-19.541, -13.297, -34.265)  0.06
C (-14.703, -18.838, -28.048)  -1.50
C (-17.346, -14.081, -34.176)  -0.04
C (-7.789, -18.158, -24.928)  -0.32
H (-19.418, -13.298, -33.313)  0.10
H (-14.425, -8.172, -32.193)  0.11
C (-11.578, -24.847, -23.111)  -0.01
C (-18.293, -13.367, -34.789)  -0.37
H (-8.821, -27.285, -24.243)  0.11
C (-9.573, -26.221, -21.880)  -0.02
H (-9.789, -24.804, -20.309)  0.12
H (-12.459, -24.402, -23.550)  0.11
O (-9.530, -27.733, -23.776)  0.03
H (-13.918, -13.546, -35.592)  0.08
O (-17.257, -10.657, -29.659)  0.05
C (-22.296, -19.103, -29.264)  -0.01
C (-11.031, -25.970, -23.784)  0.01
H (-11.437, -26.252, -24.745)  0.11
H (-8.895, -26.865, -21.340)  0.12
H (-7.223, -16.464, -24.446)  0.09
C (-16.312, -7.258, -31.890)  -0.37
C (-16.103, -14.307, -34.763)  -0.01
H (-18.887, -8.455, -30.210)  0.11
C (-24.221, -21.104, -29.425)  -0.01
H (-8.262, -16.656, -26.269)  0.11
H (-13.860, -18.555, -27.418)  -0.02
C (-17.573, -7.475, -31.460)  -0.04
C (-23.243, -19.071, -30.293)  -0.39
C (-15.675, -9.371, -30.934)  -0.03
H (-15.110, -5.999, -32.750)  0.10
C (-23.210, -21.142, -28.475)  -0.42
C (-11.123, -24.364, -21.899)  -0.35
H (-24.923, -21.915, -29.552)  0.11
H (-18.756, -12.034, -36.360)  0.12
H (-16.452, -11.173, -29.748)  0.09
H (-24.889, -20.057, -31.267)  0.11
C (-22.189, -20.232, -28.491)  -0.02
C (-8.373, -20.013, -26.906)  -0.35
C (-16.750, -12.820, -36.539)  -0.01


This record from OMol25 describes a structure of composition C31H31BrI2N3OTm. The level of theory is wB97M-V/def2-TZVPD.

As for the energy above the lowest of the compared OMol25 structures with the same formula, charge and spin: 0.0 kcal per mole. As for the spin multiplicity: 3. Its charge is 0. As for the expectation value of S²: 2.00. Its gap between HOMO and LUMO (alpha / beta) is 8.1 / 8.1 eV.

Last column: natural (NBO) charge in e.
Geometry (Å):
C (9.175, 7.477, 8.632)  -0.60
C (10.062, 13.883, 6.869)  -0.63
C (11.720, 15.050, 10.473)  0.17
C (10.690, 14.372, 8.127)  -0.05
H (6.823, 8.714, 8.074)  0.20
N (11.249, 13.794, 10.408)  -0.51
C (11.518, 10.398, 13.627)  -0.29
H (7.062, 7.665, 10.374)  0.20
H (10.254, 12.295, 16.690)  0.21
C (7.668, 9.356, 8.167)  -0.58
C (9.650, 9.733, 9.650)  0.02
H (10.585, 9.731, 16.819)  0.21
H (16.889, 9.183, 10.606)  0.23
C (10.776, 11.730, 15.884)  -0.21
C (13.284, 8.977, 9.387)  0.09
H (11.235, 16.393, 7.443)  0.22
I (13.963, 12.638, 6.865)  0.14
C (11.238, 15.646, 8.244)  -0.13
C (15.035, 10.192, 12.338)  -0.26
H (8.210, 9.280, 7.236)  0.20
C (15.566, 8.526, 8.973)  -0.14
N (13.528, 9.533, 10.577)  -0.51
H (7.263, 9.365, 10.974)  0.22
Br (12.429, 15.682, 12.094)  0.08
C (16.687, 12.046, 8.225)  -0.27
Tm (12.177, 11.626, 11.353)  1.82
H (17.912, 12.548, 11.406)  0.23
N (14.443, 11.499, 12.560)  -0.67
H (16.206, 12.645, 12.869)  0.19
C (7.796, 8.490, 10.544)  -0.59
H (10.625, 13.116, 6.326)  0.23
H (14.620, 9.459, 13.189)  0.23
C (11.185, 9.655, 14.793)  -0.19
H (11.135, 13.497, 14.816)  0.20
C (15.887, 9.116, 10.218)  -0.23
H (11.900, 9.765, 12.809)  0.19
H (10.290, 12.450, 9.082)  0.26
H (14.134, 11.565, 13.552)  0.42
O (13.629, 12.712, 10.075)  -0.87
C (15.824, 12.437, 10.786)  -0.12
C (11.719, 16.047, 9.493)  -0.25
H (11.189, 8.526, 14.726)  0.21
C (17.587, 12.047, 9.321)  -0.18
H (7.261, 10.332, 8.387)  0.21
C (11.499, 11.796, 13.539)  -0.52
C (11.190, 12.412, 14.756)  -0.22
C (14.850, 12.407, 9.761)  0.39
H (14.732, 13.500, 12.236)  0.23
C (17.184, 12.311, 10.595)  -0.25
H (8.430, 6.783, 8.175)  0.21
C (14.276, 8.503, 8.565)  -0.26
H (9.887, 14.740, 6.219)  0.22
H (12.334, 9.099, 9.046)  0.22
H (17.103, 11.856, 7.258)  0.23
C (10.695, 13.482, 9.209)  0.07
I (19.577, 11.612, 8.823)  0.12
H (9.584, 6.820, 9.482)  0.21
H (9.100, 13.403, 7.171)  0.23
C (15.335, 12.305, 8.435)  -0.22
H (8.520, 8.230, 11.351)  0.22
H (9.961, 7.662, 7.944)  0.21
H (16.119, 10.145, 12.476)  0.20
H (12.253, 16.910, 9.631)  0.23
C (15.319, 12.601, 12.234)  -0.22
C (8.615, 8.778, 9.214)  -0.18
C (10.534, 10.379, 10.168)  -0.66
H (16.334, 8.194, 8.286)  0.23
C (10.781, 10.327, 15.951)  -0.24
H (13.958, 8.164, 7.563)  0.23
C (14.788, 9.600, 10.984)  0.23


This record from OMol25 describes a structure of composition C31H31CaF9N3O2S. The level of theory is wB97M-V/def2-TZVPD.

As for the energy above the lowest of the compared OMol25 structures with the same formula, charge and spin: 12.1 kcal per mole. Its charge is +1. Its gap between HOMO and LUMO is 9.2 eV.

Last column: Löwdin charge in e.
Geometry (Å):
H (4.475, 2.006, -4.674)  0.12
H (5.316, 1.083, -2.521)  0.13
H (-2.666, 2.708, -2.242)  0.14
C (-1.635, -6.614, 1.601)  -0.13
C (-4.139, 1.492, -0.331)  -0.02
H (-2.145, -6.962, 0.709)  0.11
F (-3.051, -1.014, -3.019)  0.17
H (-0.826, 3.960, -3.234)  0.08
C (0.615, -1.353, 2.307)  -0.13
F (0.971, -0.896, -3.695)  0.16
N (-0.158, -0.530, 1.585)  -0.05
C (1.638, 1.926, -2.876)  -0.14
H (0.969, -7.467, 3.352)  0.11
Ca (0.326, 0.990, -0.203)  1.40
C (-0.555, 4.422, -2.284)  -0.04
H (4.791, 0.048, -0.413)  0.13
C (-2.353, 2.545, 1.120)  -0.03
C (-0.310, -5.808, 3.832)  -0.09
C (-0.839, -1.168, -2.156)  -0.30
C (0.099, -2.217, -1.462)  -0.53
C (0.116, -2.303, 3.171)  -0.05
H (-2.871, 2.156, 1.992)  0.13
C (4.271, 1.342, -2.642)  0.00
C (-1.263, -2.426, 3.303)  -0.49
H (-0.968, 5.432, -2.286)  0.10
N (-0.544, -7.296, 1.963)  0.07
C (-2.883, 2.304, -0.149)  -0.26
C (4.134, 1.727, 0.771)  -0.15
H (3.093, 3.240, 1.920)  0.13
F (-2.352, -3.010, -2.548)  0.19
H (-1.477, 3.505, 3.424)  0.09
H (-4.985, 2.145, -0.555)  0.10
H (0.531, 4.518, -2.237)  0.08
C (-1.112, 3.653, -1.110)  -0.29
H (0.288, 4.477, 0.295)  0.13
C (-2.249, 2.867, -1.253)  -0.01
H (1.941, 1.242, 2.221)  0.10
H (4.907, 2.405, 0.397)  0.13
S (-1.988, -3.673, 4.347)  1.01
N (2.080, 1.443, -1.703)  0.00
F (1.239, -1.592, -1.031)  0.11
C (-2.296, -1.733, -2.180)  -0.56
H (-3.015, -5.000, 1.969)  0.11
H (3.139, -0.089, 0.131)  0.10
H (0.573, 2.122, -2.945)  0.10
H (0.115, 2.897, 2.983)  0.07
C (3.874, 0.616, -0.262)  -0.12
C (-1.434, -5.104, 3.431)  -0.52
F (-0.745, -1.986, -4.429)  0.19
O (-0.794, 0.007, -1.480)  -0.34
H (-0.268, 4.598, 2.747)  0.09
F (-2.859, -1.635, -0.970)  0.16
F (-0.852, 0.152, -4.141)  0.17
H (-4.034, 0.792, -1.161)  0.07
C (-0.366, -0.984, -3.639)  -0.55
C (3.799, 1.854, -3.840)  -0.02
C (-2.122, -5.519, 2.300)  -0.07
C (-0.566, 3.818, 0.168)  -0.06
C (2.453, 2.153, -3.962)  -0.03
H (2.607, 3.158, 0.236)  0.11
C (-2.075, -1.566, 2.579)  -0.04
F (-0.466, -2.735, -0.372)  0.18
H (0.235, -5.529, 4.726)  0.11
C (0.092, -6.894, 3.066)  -0.13
F (0.465, -3.215, -2.249)  0.20
H (1.688, -1.263, 2.163)  0.12
H (-4.388, 0.929, 0.569)  0.08
C (3.392, 1.144, -1.591)  -0.26
C (-1.485, -0.647, 1.731)  -0.13
H (-2.100, -0.024, 1.091)  0.09
C (-1.190, 3.290, 1.302)  -0.28
H (4.528, 1.276, 1.686)  0.12
H (-3.154, -1.641, 2.641)  0.12
C (2.909, 2.561, 1.093)  -0.20
H (0.787, -2.956, 3.712)  0.12
O (1.758, 1.721, 1.405)  -0.23
H (2.036, 2.537, -4.884)  0.12
C (-0.676, 3.588, 2.690)  -0.03


Number 1: largest force on an atom 4.4 eV Å⁻¹. Number 2: largest force on an atom 4.1 eV Å⁻¹. Number 3: largest force on an atom 3.1 eV Å⁻¹.